DFT (ωB97M-V/def2-TZVPD) results for H12LiO6 as an isolated structure at a distorted geometry.

ΔE to the lowest compared entry with this formula, charge and spin (kcal per mole): 13.14
E_LUMO (eV): -3.36
Largest force on an atom (eV Å⁻¹): 2.39

```
! RIJCOSX wB97M-V def2-TZVPD def2/J DEFGRID3
* xyz 1 1
Li -0.1663 -0.0899 0.1969
O -1.6873 -0.7479 1.5229
H -1.7103 0.0981 2.0359
H -2.4673 -0.9559 1.0329
O -0.5133 2.1471 0.2619
H 0.3147 2.5731 0.0699
H -0.8163 2.3671 1.1499
O -1.6003 -0.2049 -1.6071
H -1.2873 -1.1179 -1.7131
H -1.2883 0.2701 -2.3601
O 1.6897 0.5771 -1.1711
H 2.5787 0.4101 -1.4881
H 1.1447 0.6221 -1.9441
O 1.1547 0.3461 1.8029
H 1.2237 1.0621 2.4019
H 1.9707 -0.1589 1.7879
O 0.2687 -2.0609 -0.7431
H 0.1267 -2.7879 -0.1021
H 1.0647 -2.3479 -1.1341
*
```